Density functional theory data (ωB97M-V/def2-TZVPD) for a 8-piece molecular cluster, C24H56O16S4 overall.

The max |F| is 4.49 eV/Å. The structure (SMILES) is O=S1(=O)CCCC1.O=S1(=O)CCCC1.O=S1(=O)CCCC1.O=S1(=O)CCCC1.OCCO.OCCO.OCCO.OCCO. The orbital gap comes out at 9.51 eV. The HOMO energy comes out at -9.3 eV. The total energy comes out at -3744.3559 Eh. As for the LUMO energy: 0.180 eV.

The geometry in XYZ format:
```
100
Properties=species:S:1:pos:R:3:forces:R:3
O 2.21342 -6.67054 0.83941 0.03 -1.43 -1.74
S 1.63022 -7.36660 -0.33209 -0.89 2.16 3.18
O 1.22489 -8.75485 -0.23853 1.29 -0.05 -0.53
C 0.09448 -6.50978 -0.62985 -0.12 0.36 -0.25
C 0.17184 -6.07132 -2.10847 0.24 0.73 1.38
C 1.69266 -5.68502 -2.38452 -0.55 -0.42 -0.47
C 2.46811 -6.86186 -1.85951 -0.29 -1.71 0.09
H -0.02360 -5.69900 0.08904 0.39 0.11 -0.18
H -0.64456 -7.26997 -0.37680 -0.19 0.14 -0.42
H -0.19192 -6.96593 -2.61391 0.63 0.17 -0.88
H -0.54332 -5.27092 -2.29823 0.23 0.08 -0.12
H 2.20193 -4.81797 -1.96384 -1.25 0.49 0.62
H 1.84862 -5.53018 -3.45214 0.00 -0.43 -0.16
H 3.53427 -6.73913 -1.66891 -0.18 -0.05 -0.08
H 2.22049 -7.74511 -2.44828 0.63 -0.11 -0.43
O -2.21269 -1.43087 -3.24752 1.39 2.79 -0.56
S -1.85695 -0.11888 -3.88499 0.51 -0.78 -0.26
O -0.62549 0.70717 -3.56788 -2.93 -2.02 -0.21
C -1.88931 -0.44879 -5.69324 1.97 0.24 0.74
C -3.07127 0.16875 -6.25580 -4.47 0.23 -0.31
C -3.57393 1.31970 -5.33072 1.87 1.64 -1.34
C -3.40229 0.86241 -3.95094 -0.10 -1.35 1.52
H -1.82230 -1.53260 -5.78794 0.30 0.24 -0.21
H -1.12058 0.15331 -6.17763 1.02 -0.74 0.54
H -2.99596 0.39098 -7.32024 0.39 0.56 0.19
H -3.91850 -0.51701 -6.26257 -0.09 -0.50 0.12
H -4.58167 1.72082 -5.43873 0.00 -0.41 -0.56
H -2.88897 2.16085 -5.43745 -0.07 0.41 -0.37
H -4.17271 0.09935 -3.84002 0.11 -0.21 0.83
H -3.45230 1.59991 -3.14988 0.10 0.00 -0.19
O -6.18683 2.77217 4.34307 1.53 0.53 -0.84
S -5.07897 2.59779 3.39215 -0.27 -1.07 -1.00
O -4.70357 3.63573 2.38121 -1.07 -2.06 1.97
C -3.46265 2.05109 4.17985 -0.54 -1.25 -1.65
C -3.20513 0.53093 3.67536 -1.07 1.92 0.03
C -4.01220 0.28483 2.38514 -1.53 0.73 -0.03
C -5.46615 0.90868 2.56414 2.27 0.20 0.66
H -3.59313 2.20348 5.25123 0.41 -0.02 -0.17
H -2.77506 2.69366 3.62992 0.22 0.19 0.64
H -2.18040 0.26728 3.41358 0.22 0.52 0.60
H -3.58669 -0.15962 4.42745 0.14 0.02 0.08
H -3.98157 -0.80435 2.35605 -0.61 -0.02 -0.78
H -3.64172 0.72184 1.45784 0.74 -0.12 0.25
H -5.94388 0.22204 3.26301 -0.60 0.74 0.21
H -6.07162 1.14455 1.68900 0.26 -0.28 -0.02
O 0.64080 1.42921 4.03612 -0.87 0.81 -0.36
S 0.51732 2.64115 3.23158 3.29 -0.21 0.32
O -0.56801 2.86684 2.31895 -0.45 -0.27 0.01
C 0.79653 4.13697 4.27113 -1.09 0.73 -0.48
C 2.26702 4.37832 4.25622 0.69 -0.66 0.85
C 2.78076 4.10526 2.86530 0.65 0.47 0.00
C 2.22714 2.81926 2.34838 -1.44 -0.36 -0.21
H 0.28026 4.15864 5.23087 0.22 -0.74 0.05
H 0.35508 4.97976 3.73921 -0.36 -0.19 -0.44
H 2.56878 5.37203 4.58725 -0.29 0.01 0.07
H 2.77022 3.65575 4.89871 -0.01 0.01 0.36
H 3.85623 3.99590 3.00500 0.15 0.36 -0.65
H 2.51753 4.92529 2.19719 0.26 0.11 -0.03
H 2.88997 1.97464 2.53647 -0.54 -0.25 0.38
H 2.05289 2.83719 1.27255 -0.24 -0.07 0.13
O 4.16817 2.02047 -2.75716 -0.59 -2.58 -1.32
C 3.94379 2.56065 -1.50696 0.72 2.50 0.54
C 4.58755 1.92315 -0.26259 0.04 -0.27 -0.57
O 4.08122 0.67250 0.14067 -0.11 -0.30 -0.32
H 4.81140 2.40772 -3.35539 0.11 0.41 0.81
H 4.35578 3.56270 -1.62639 0.24 0.49 0.95
H 2.88285 2.78524 -1.39710 -0.23 -0.75 0.22
H 4.47727 2.56614 0.61062 -0.03 0.56 -0.21
H 5.65406 1.80302 -0.45288 0.23 0.13 -0.08
H 3.44317 0.39748 -0.52180 -0.32 -0.16 0.13
O -1.13156 3.56521 -4.08160 -0.61 1.18 0.74
C -0.66735 4.47686 -3.01981 1.76 -2.46 -0.89
C 0.36484 3.57260 -2.12848 -2.47 0.92 -0.59
O -0.42420 2.82537 -1.17802 0.38 1.05 0.50
H -0.75054 2.69775 -3.92691 0.12 -0.27 0.09
H -0.22232 5.31595 -3.55458 0.48 -0.06 0.23
H -1.49004 4.90190 -2.44481 -0.09 -0.51 0.28
H 1.09572 4.23767 -1.66847 -0.12 -0.30 0.50
H 0.84389 2.76836 -2.68689 0.40 0.63 -0.73
H -1.28843 2.67112 -1.56649 0.00 -0.06 -0.06
O 1.11748 0.85223 -0.06880 0.10 -1.42 0.41
C 0.57102 -0.34552 0.58048 0.05 0.86 -1.46
C 0.09349 -1.46808 -0.41775 1.59 -0.35 0.43
O 1.18677 -2.42390 -0.78749 -1.43 0.44 1.01
H 0.48965 1.56723 0.05854 -0.31 0.10 -0.40
H 1.33884 -0.70931 1.26327 0.03 -0.38 -0.17
H -0.24730 0.01943 1.20118 -0.36 -0.38 -0.01
H -0.45075 -1.19040 -1.32041 0.39 0.73 0.04
H -0.65128 -2.04289 0.13271 0.34 -0.50 0.16
H 1.79852 -2.11914 -1.46164 -0.37 0.70 -0.05
O 3.11517 -4.19690 3.44366 0.16 -0.25 -0.08
C 1.90435 -3.70504 2.86947 0.84 0.58 1.52
C 1.18474 -2.79104 3.96051 -0.60 -0.75 -2.97
O 1.85737 -1.60449 4.28299 1.51 0.11 0.62
H 3.59603 -3.47029 3.84667 -0.01 0.22 -0.08
H 2.11030 -3.22340 1.91359 0.00 0.77 0.13
H 1.39796 -4.61493 2.54734 -0.70 0.12 0.62
H 0.94307 -3.39110 4.83779 -0.21 -0.03 -0.07
H 0.36695 -2.32677 3.40935 -1.29 -1.18 0.15
H 1.16639 -1.07086 4.68223 0.35 0.51 0.04
```
Positions in Å, forces in eV/Å.

Density functional theory data (ωB97M-V/def2-TZVPD) for a 6-piece molecular cluster, C24H57Cl6N3 overall.

The max |F| is 10.05 eV/Å. The structure (SMILES) is CCN(CC)CC.CCN(CC)CC.CCN(CC)CC.ClCCCl.ClCCCl.ClCCCl. The orbital gap comes out at 8.51 eV. The HOMO energy comes out at -7.9 eV. The total energy comes out at -3873.4147 Eh. As for the LUMO energy: 0.576 eV. The calculation puts the energy above the lowest of the compared OMol25 structures with the same formula, charge and spin at 273.5 kJ/mol.

The geometry in XYZ format:
```
90
Properties=species:S:1:pos:R:3:forces:R:3
C 27.51900 23.28800 8.80700 2.81 3.71 1.36
C 26.95100 24.71800 9.12400 -1.46 -4.67 2.46
N 25.73100 24.75100 10.00400 3.07 2.15 0.17
C 25.82200 24.07900 11.31400 -7.04 -3.71 -5.88
C 26.99800 23.95700 11.94800 2.90 2.87 6.08
C 25.36300 26.14800 10.13400 -4.89 -3.69 5.56
C 23.82800 26.07400 10.31700 -0.30 1.98 1.96
H 28.20900 23.63900 8.00400 0.22 -1.32 0.61
H 26.76100 22.85100 8.37300 -3.78 -2.97 -2.45
H 27.91800 22.63500 9.60300 0.15 0.79 -0.38
H 26.68500 25.06400 8.21300 -1.73 0.95 -3.10
H 27.78000 25.28200 9.24500 2.61 2.47 2.17
H 25.42600 23.06700 10.95800 1.01 0.13 0.49
H 24.91000 24.21800 11.87300 0.01 1.31 0.63
H 27.82700 23.94500 11.42000 3.69 -0.74 -3.46
H 27.08500 23.12300 12.61900 -0.20 0.02 0.87
H 27.20000 24.99500 12.38700 -0.09 -1.29 0.82
H 25.46800 26.63900 9.34700 1.57 3.80 -7.35
H 25.52000 26.86900 10.90500 2.04 -0.13 1.40
H 23.47000 25.19900 9.90200 -0.88 -1.73 -1.06
H 23.29700 26.92800 9.88000 0.07 -0.06 0.14
H 23.55400 26.04400 11.41200 0.21 0.09 -1.00
C 14.95500 21.77900 4.82200 -6.25 0.22 -2.67
C 15.61800 22.98700 5.27100 -0.51 3.00 0.74
N 17.08500 22.90300 5.18900 -1.23 -5.40 1.71
C 17.86100 24.01600 5.20000 1.67 3.36 -6.93
C 17.47400 25.05200 6.05700 0.89 4.89 6.69
C 17.63200 21.94000 6.21500 2.12 -0.56 -5.08
C 18.95300 21.21600 5.79300 -0.32 2.83 -1.50
H 15.06100 20.88800 5.34900 1.39 -1.85 0.20
H 14.73100 21.78700 3.66400 1.28 -0.87 2.17
H 13.75600 21.85300 5.15800 2.64 0.46 -0.72
H 15.10700 23.20800 6.32000 1.67 0.09 -1.52
H 15.22200 23.79800 4.54800 0.99 -0.78 1.34
H 17.88900 24.47700 4.14700 -1.45 -0.37 0.13
H 18.95700 24.06800 5.00600 -0.15 -1.84 1.57
H 16.41100 25.23000 6.42500 1.16 -1.62 -0.13
H 17.58900 26.16800 5.88200 0.92 -1.34 -0.99
H 18.31400 24.86800 6.93500 -2.80 1.01 -0.76
H 17.13100 21.17400 6.66200 -3.10 -2.25 -0.15
H 17.84800 22.38300 7.05700 1.47 3.47 4.39
H 18.84100 20.69400 4.83700 0.18 -0.13 0.40
H 19.21000 20.65300 6.61100 0.41 -2.27 1.71
H 19.84800 21.89000 5.78100 -0.85 -0.05 -0.62
C 25.03900 17.80500 13.32200 -1.78 6.23 1.38
C 23.60900 17.59100 12.94900 -1.81 -2.63 -1.73
N 23.25800 18.16600 11.58400 0.24 3.37 1.00
C 22.35100 17.57200 10.68200 5.06 -4.75 -0.30
C 21.15900 17.00900 11.23500 -3.15 0.45 -0.06
C 22.84600 19.62700 11.62000 3.31 -2.28 0.00
C 23.63200 20.41700 10.54100 0.03 4.02 2.19
H 25.62900 17.73300 12.42900 0.86 -0.50 0.25
H 25.21700 17.45800 14.30900 0.91 -1.53 0.31
H 25.00300 18.97300 13.69400 0.85 -2.02 -1.39
H 22.80100 17.90300 13.67800 1.17 -0.41 -0.27
H 23.69200 16.43200 12.92600 -1.51 1.51 -0.57
H 23.14300 16.83600 10.30500 -1.38 -1.64 0.72
H 22.44500 17.83400 9.68000 -1.10 2.69 -1.62
H 21.20100 16.85000 12.25400 1.25 -0.95 2.41
H 20.81100 16.04600 10.85600 -0.41 0.57 -0.57
H 20.41800 17.82400 11.38400 -0.61 -0.57 -1.26
H 23.28200 19.83200 12.54900 0.42 1.59 1.55
H 21.77900 19.72300 11.74000 -0.45 0.44 -0.69
H 24.78000 20.33200 10.35500 -2.25 -0.35 0.92
H 23.39400 21.56600 10.89400 1.25 -2.14 -0.27
H 23.15800 20.64400 9.63900 -0.94 -1.03 -2.00
Cl 19.84000 20.83900 9.82300 0.16 -1.18 -0.75
C 19.68500 21.99300 11.10400 -2.11 3.36 -0.68
C 18.18700 22.68400 10.97000 1.03 -2.46 1.45
Cl 17.91800 23.60800 9.54400 0.05 0.27 -1.14
H 20.29900 22.95000 10.65300 -0.50 -2.52 2.36
H 19.72500 21.42800 12.12600 0.62 1.72 -1.80
H 18.02800 23.37900 11.75400 0.29 0.54 1.07
H 17.40300 21.91500 11.11300 0.45 0.24 -0.48
Cl 21.40000 26.07600 5.24300 1.72 0.85 -0.83
C 22.90800 27.03000 4.62100 -4.90 1.02 8.71
C 23.19000 28.20400 5.49800 1.92 2.20 -0.19
Cl 23.53300 27.72600 7.22200 -0.18 0.26 -0.91
H 22.80500 27.28000 3.73800 -2.10 2.72 -8.59
H 23.70900 26.53800 4.60900 6.03 -5.32 0.50
H 22.34800 28.89600 5.47000 0.17 0.04 0.43
H 24.18900 28.83100 5.11400 -2.65 -1.84 0.88
Cl 21.43800 23.81700 8.32100 -0.16 -0.10 -1.16
C 22.55100 22.99600 7.13200 -0.57 0.62 0.88
C 23.89000 23.54100 7.38800 0.29 4.93 -2.75
Cl 24.89100 22.97200 6.03100 0.74 -0.35 -0.06
H 22.36200 22.81600 6.08900 -1.10 1.48 -0.61
H 22.51000 22.01300 7.44400 0.16 -2.23 1.17
H 24.26200 23.25500 8.30500 1.13 -0.49 1.90
H 23.97100 24.81600 7.27700 -0.58 -3.78 0.60
```
Positions in Å, forces in eV/Å.